154
Properties=species:S:1:pos:R:3:lowdin_charge:R:1 method="wB97M-V/def2-TZVPD" total_energy_ev=-71342.9971 lumo_ha=0.012 smiles=COC[C@H](C)N.COC[C@H](C)N.COC[C@H](C)N.COC[C@H](C)N.COC[C@H](C)N.COC[C@H](C)N.COC[C@H](C)N.COC[C@H](C)N.CCO.CCO homo_ev=-8.26 homo_lumo_gap_ev=8.6 total_charge=0
C 2.12 2.32 1.79 -0.100
O 2.66 3.62 1.91 -0.195
C 4.04 3.61 2.30 -0.204
C 4.17 3.43 3.80 -0.417
C 3.59 4.62 4.59 -0.059
N 5.64 3.30 4.06 0.020
H 2.84 1.63 1.33 0.086
H 1.26 2.37 1.13 0.050
H 1.79 1.95 2.77 0.082
H 4.49 2.75 1.79 0.108
H 4.47 4.57 2.02 0.127
H 3.70 2.55 4.24 0.134
H 2.50 4.49 4.56 0.070
H 3.80 5.62 4.22 0.079
H 3.92 4.50 5.62 0.074
H 6.01 4.20 4.34 0.064
H 5.76 2.80 4.93 0.066
C -4.27 -4.74 0.09 -0.103
O -5.08 -5.71 0.76 -0.232
C -6.06 -6.32 -0.09 -0.174
C -5.39 -7.07 -1.25 -0.447
C -6.33 -7.94 -2.08 -0.071
N -4.36 -8.00 -0.72 0.032
H -3.74 -4.26 0.90 0.055
H -4.88 -4.12 -0.57 0.103
H -3.52 -5.27 -0.51 0.083
H -6.50 -7.11 0.53 0.132
H -6.82 -5.58 -0.31 0.128
H -4.84 -6.38 -1.89 0.119
H -5.86 -8.26 -3.01 0.073
H -7.19 -7.35 -2.42 0.077
H -6.55 -8.85 -1.52 0.077
H -3.54 -7.89 -1.32 0.074
H -3.90 -7.56 0.09 0.066
C -5.31 2.24 -1.33 -0.122
O -5.49 1.04 -0.59 -0.181
C -5.49 1.31 0.81 -0.204
C -5.72 0.03 1.60 -0.416
C -7.17 -0.45 1.55 -0.054
N -5.25 0.23 2.99 0.038
H -4.68 2.11 -2.21 0.080
H -4.95 3.11 -0.77 0.080
H -6.33 2.60 -1.55 0.091
H -4.44 1.58 0.99 0.110
H -6.17 2.11 1.13 0.133
H -5.07 -0.74 1.19 0.118
H -7.94 0.32 1.72 0.078
H -7.30 -1.20 2.34 0.069
H -7.45 -0.84 0.57 0.078
H -5.47 -0.63 3.48 0.068
H -5.81 0.93 3.47 0.091
C 6.95 -1.79 -4.34 -0.102
O 6.91 -2.24 -3.01 -0.181
C 7.36 -1.36 -2.01 -0.212
C 6.27 -1.19 -0.94 -0.414
C 5.76 -2.53 -0.38 -0.065
N 5.08 -0.46 -1.41 0.054
H 7.87 -2.07 -4.87 0.086
H 6.71 -0.73 -4.45 0.075
H 6.17 -2.36 -4.86 0.089
H 8.20 -1.80 -1.45 0.123
H 7.67 -0.38 -2.37 0.100
H 6.63 -0.61 -0.08 0.129
H 5.07 -2.30 0.43 0.072
H 6.62 -3.03 0.07 0.075
H 5.29 -3.25 -1.05 0.074
H 5.23 0.50 -1.71 0.028
H 4.97 -0.91 -2.33 0.053
C 3.10 4.19 -2.13 -0.082
O 4.47 4.09 -2.50 -0.173
C 5.19 3.30 -1.59 -0.215
C 6.65 3.17 -2.07 -0.438
C 6.75 2.89 -3.55 -0.054
N 7.37 2.17 -1.30 0.051
H 2.92 5.07 -1.51 0.093
H 2.78 3.31 -1.57 0.064
H 2.51 4.14 -3.04 0.090
H 5.16 3.74 -0.58 0.119
H 4.83 2.28 -1.41 0.097
H 7.08 4.17 -1.94 0.134
H 6.22 3.61 -4.17 0.078
H 6.32 1.91 -3.76 0.066
H 7.81 2.92 -3.82 0.082
H 8.23 1.80 -1.66 0.071
H 7.55 2.38 -0.32 0.083
C -1.47 5.07 3.71 -0.135
O -1.93 4.08 4.59 -0.182
C -2.24 2.85 3.92 -0.196
C -2.04 1.69 4.91 -0.442
C -0.62 1.52 5.37 -0.060
N -2.55 0.47 4.30 0.033
H -2.18 5.43 2.95 0.084
H -0.59 4.73 3.13 0.078
H -1.21 5.95 4.28 0.086
H -3.25 2.90 3.50 0.121
H -1.55 2.74 3.07 0.095
H -2.64 1.98 5.78 0.140
H -0.29 2.38 5.95 0.076
H 0.02 1.49 4.48 0.061
H -0.48 0.63 5.99 0.076
H -3.56 0.43 4.14 0.017
H -2.23 0.34 3.33 0.021
C 1.73 0.32 -0.96 -0.101
O 0.77 0.07 0.05 -0.212
C -0.32 -0.72 -0.40 -0.202
C -1.20 -0.91 0.82 -0.409
C -2.41 -1.78 0.54 -0.060
N -1.66 0.35 1.40 0.069
H 2.22 1.26 -0.73 0.053
H 1.21 0.55 -1.89 0.070
H 2.48 -0.45 -1.11 0.075
H -0.92 -0.23 -1.19 0.125
H 0.05 -1.68 -0.76 0.135
H -0.52 -1.45 1.50 0.150
H -2.10 -2.84 0.49 0.069
H -2.91 -1.54 -0.40 0.089
H -3.07 -1.85 1.40 0.061
H -0.90 0.89 1.80 0.069
H -1.91 0.95 0.61 0.052
C 3.09 -0.17 -4.57 -0.108
O 2.41 -0.72 -5.67 -0.180
C 1.21 -1.34 -5.30 -0.203
C 0.07 -0.38 -4.92 -0.441
C -1.28 -1.10 -4.90 -0.083
N -0.04 0.62 -6.00 0.053
H 4.00 0.34 -4.89 0.087
H 3.39 -1.02 -3.93 0.082
H 2.50 0.52 -3.96 0.080
H 0.89 -1.97 -6.13 0.133
H 1.34 -1.93 -4.37 0.126
H 0.16 0.02 -3.91 0.105
H -1.65 -1.39 -5.89 0.078
H -2.10 -0.40 -4.66 0.068
H -1.38 -1.85 -4.12 0.074
H 0.92 0.85 -6.26 0.065
H -0.54 1.44 -5.69 0.066
C -0.68 3.14 -0.47 -0.061
C -1.88 2.80 -1.34 -0.322
O -1.48 2.50 -2.67 -0.074
H -1.00 3.39 0.55 0.073
H -0.08 3.92 -0.92 0.087
H -0.15 2.21 -0.25 0.033
H -2.52 3.69 -1.37 0.111
H -2.53 2.01 -0.94 0.082
H -2.07 2.87 -3.32 0.078
C -4.57 -3.81 3.65 -0.093
C -4.69 -5.28 4.02 -0.308
O -3.92 -5.60 5.18 -0.078
H -5.19 -3.12 4.23 0.068
H -4.98 -3.68 2.63 0.050
H -3.53 -3.49 3.54 0.074
H -4.27 -5.90 3.22 0.098
H -5.75 -5.50 4.12 0.116
H -2.99 -5.57 4.94 0.078


188
Properties=species:S:1:pos:R:3:lowdin_charge:R:1 method="wB97M-V/def2-TZVPD" spin_multiplicity=4 total_energy_ev=-226513.4872 lumo_ha="0.027 / 0.027" s2=3.7610 homo_ev="-0.70 / -4.22" homo_lumo_gap_ev="1.4 / 4.9" total_charge=-1
Ti 1.71 2.50 -0.99 0.943
Rb 1.61 0.03 -3.12 0.886
N 1.87 0.16 1.56 0.263
H 1.33 0.22 0.71 0.024
H 2.52 -0.60 1.64 0.069
H 1.15 0.24 2.26 0.032
H 2.33 1.04 1.37 0.024
N 3.33 2.28 0.80 -0.369
S 3.98 3.51 1.35 0.476
O 4.38 4.46 0.26 -0.297
O 4.79 3.45 2.58 -0.242
F 2.67 4.25 1.96 -0.215
S 4.88 1.60 0.51 0.591
O 5.35 0.74 1.56 -0.216
O 5.90 2.29 -0.22 -0.193
F 4.28 0.54 -0.57 -0.198
N 4.05 -1.37 -3.80 -0.355
S 4.64 -2.53 -3.03 0.454
O 6.01 -2.99 -3.30 -0.282
O 3.66 -3.52 -2.59 -0.309
F 4.81 -1.70 -1.62 -0.236
S 3.41 -2.29 -5.09 0.540
O 1.98 -2.49 -5.09 -0.324
O 4.19 -3.34 -5.66 -0.249
F 3.64 -1.05 -6.11 -0.210
O 0.47 0.56 -0.72 -0.555
H -0.50 0.68 -0.77 -0.075
O 2.75 2.56 -3.07 -0.572
H 2.43 3.24 -3.70 -0.072
C 6.85 -2.75 3.66 -0.100
C 6.16 -1.67 4.23 -0.121
C 6.05 -1.54 5.61 -0.080
C 6.61 -2.45 6.47 -0.165
C 7.33 -3.61 5.95 -0.018
C 7.49 -3.68 4.56 -0.103
N 6.31 -2.36 7.92 -0.506
O 5.11 -2.32 8.26 -0.144
O 7.33 -2.42 8.64 -0.153
H 6.92 -2.81 2.58 0.063
H 5.85 -0.78 3.70 0.082
H 5.57 -0.68 6.05 0.111
H 7.81 -4.20 6.72 0.093
H 8.15 -4.37 4.06 0.076
O 0.40 0.22 3.69 -0.258
P -0.89 0.82 4.07 0.653
N -2.02 0.87 2.76 -0.310
C -3.25 1.62 2.71 -0.109
C -2.07 -0.36 1.98 -0.113
N -0.73 2.44 4.63 -0.308
C -0.28 3.44 3.70 -0.126
C -0.68 2.89 5.98 -0.116
N -1.77 -0.06 5.26 -0.278
C -1.49 -1.54 5.38 -0.080
C -2.96 0.40 6.02 -0.107
H -3.58 1.95 3.70 0.070
H -4.02 1.08 2.16 0.080
H -3.05 2.50 2.09 0.060
H -2.60 -0.23 1.04 0.062
H -2.65 -1.06 2.58 0.082
H -1.05 -0.67 1.77 0.075
H -0.61 4.45 3.94 0.082
H 0.80 3.38 3.76 0.089
H -0.64 3.23 2.69 0.066
H -0.32 3.91 6.12 0.089
H -1.61 2.86 6.54 0.063
H 0.09 2.24 6.40 0.098
H -0.47 -1.79 5.08 0.066
H -1.61 -1.75 6.44 0.074
H -2.19 -2.19 4.84 0.070
H -3.89 0.20 5.49 0.072
H -2.96 1.49 6.08 0.047
H -2.91 -0.08 6.99 0.084
O -1.06 -4.89 -2.24 -0.273
P -2.49 -4.51 -2.33 0.707
N -3.51 -5.67 -1.52 -0.330
C -3.44 -7.06 -2.03 -0.112
C -3.59 -5.58 -0.12 -0.140
N -3.08 -4.36 -3.99 -0.305
C -4.44 -4.19 -4.37 -0.165
C -2.09 -4.15 -5.08 -0.084
N -2.94 -2.91 -1.68 -0.281
C -1.89 -1.88 -1.48 -0.071
C -4.30 -2.50 -1.72 -0.175
H -4.34 -7.61 -1.73 0.077
H -2.53 -7.57 -1.70 0.083
H -3.43 -7.25 -3.10 0.076
H -3.94 -4.56 0.05 0.069
H -2.61 -5.75 0.31 0.085
H -4.28 -6.36 0.19 0.088
H -5.08 -4.46 -3.53 0.065
H -4.63 -3.16 -4.67 0.067
H -4.77 -4.91 -5.13 0.082
H -1.21 -4.72 -4.79 0.075
H -2.44 -4.59 -6.02 0.077
H -1.89 -3.09 -5.25 0.072
H -1.30 -1.80 -2.39 0.078
H -2.38 -0.91 -1.47 0.047
H -1.20 -2.10 -0.67 0.082
H -4.92 -3.39 -1.71 0.068
H -4.67 -1.96 -2.59 0.051
H -4.49 -1.83 -0.88 0.085
O -1.92 2.38 -5.18 -0.292
P -3.28 2.33 -4.58 0.664
N -4.32 1.26 -5.50 -0.281
C -5.75 1.20 -5.20 -0.132
C -3.91 -0.05 -6.06 -0.101
N -4.18 3.79 -4.42 -0.303
C -4.41 4.73 -5.53 -0.098
C -4.96 4.05 -3.24 -0.141
N -3.19 1.78 -2.88 -0.293
C -2.08 2.01 -2.03 -0.130
C -4.30 0.93 -2.29 -0.081
H -6.29 0.87 -6.09 0.077
H -6.10 2.20 -4.95 0.063
H -6.01 0.37 -4.53 0.074
H -3.61 -0.72 -5.25 0.064
H -2.98 0.07 -6.62 0.081
H -4.65 -0.52 -6.70 0.086
H -3.93 4.30 -6.41 0.081
H -5.44 5.05 -5.73 0.088
H -3.73 5.58 -5.46 0.059
H -5.13 5.12 -3.10 0.083
H -5.89 3.52 -3.40 0.065
H -4.56 3.84 -2.25 0.072
H -1.23 1.76 -2.66 0.079
H -2.23 3.04 -1.70 0.077
H -2.18 1.28 -1.23 0.057
H -4.34 -0.08 -2.70 0.037
H -5.22 1.48 -2.45 0.061
H -4.14 0.72 -1.24 0.070
O 3.12 -2.29 1.94 -0.264
P 3.01 -3.75 2.08 0.628
N 3.05 -4.33 3.67 -0.313
C 2.89 -5.73 4.04 -0.117
C 3.09 -3.40 4.77 -0.094
N 4.22 -4.62 1.25 -0.281
C 4.26 -6.07 1.12 -0.112
C 5.34 -3.98 0.60 -0.118
N 1.51 -4.35 1.45 -0.297
C 1.25 -4.43 0.03 -0.114
C 0.38 -4.65 2.37 -0.097
H 1.92 -5.77 4.53 0.074
H 3.73 -6.14 4.60 0.095
H 2.77 -6.31 3.13 0.053
H 2.23 -2.73 4.82 0.068
H 3.98 -2.76 4.77 0.060
H 3.03 -4.03 5.65 0.089
H 4.51 -6.46 2.11 0.067
H 3.27 -6.40 0.83 0.063
H 4.88 -6.55 0.36 0.091
H 5.34 -4.30 -0.44 0.073
H 5.36 -2.90 0.71 0.073
H 6.23 -4.36 1.09 0.073
H 1.65 -3.51 -0.39 0.075
H 1.82 -5.22 -0.45 0.077
H 0.19 -4.45 -0.23 0.046
H 0.13 -5.71 2.35 0.073
H -0.43 -4.07 1.93 0.062
H 0.63 -4.36 3.39 0.060
O 0.49 4.37 -1.08 -0.367
P -0.09 5.75 -1.37 0.694
N -1.06 5.84 -2.73 -0.293
C -0.68 5.12 -3.92 -0.094
C -1.84 7.03 -3.05 -0.127
N 1.11 7.02 -1.49 -0.298
C 0.86 8.39 -1.70 -0.141
C 2.53 6.79 -1.21 -0.095
N -1.05 6.31 -0.06 -0.269
C -2.35 5.55 0.10 -0.103
C -0.39 6.58 1.24 -0.074
H 0.25 5.50 -4.34 0.098
H -1.51 5.07 -4.63 0.073
H -0.50 4.12 -3.53 0.062
H -2.79 6.74 -3.49 0.068
H -1.33 7.74 -3.69 0.086
H -2.25 7.56 -2.19 0.080
H 1.60 8.76 -2.40 0.092
H -0.10 8.47 -2.21 0.050
H 0.85 9.02 -0.81 0.086
H 2.75 5.73 -1.25 0.056
H 3.27 7.23 -1.88 0.090
H 2.75 7.20 -0.22 0.088
H -3.12 5.71 -0.65 0.064
H -2.38 4.49 0.36 0.061
H -2.75 6.00 1.01 0.069
H -1.18 6.82 1.95 0.076
H 0.32 7.40 1.13 0.080
H 0.03 5.67 1.67 0.067